DFT (ωB97M-V with the def2-TZVPD basis set) results for a molecular structure, C41H84Br3F16O22P5 in a non-equilibrium geometry.

Output
2S+1 = 2
F_max = 4.9 eV/Å
HOMO energy (spin up / spin down) = -0.70 / -5.29 eV
orbital gap (spin up / spin down) = 2.50 / 7.09 eV
total charge = -1

Each line ends with the Mulliken charge.
CARTESIAN COORDINATES (ANGSTROEM)
C  -0.715  -3.095  0.451  -1.34
C  -0.041  -1.722  0.709  -0.22
O  -0.579  -0.665  0.008  -0.35
P  -0.449  0.800  0.763  1.50
O  -1.113  0.829  2.083  -0.83
O  -0.991  1.854  -0.361  0.21
C  -0.535  1.726  -1.668  -0.39
C  -1.658  1.152  -2.554  -0.89
O  1.141  1.034  0.802  -0.69
C  1.620  2.296  1.297  1.79
C  2.779  2.692  0.439  -0.97
H  -0.584  -3.251  -0.620  0.07
H  -0.345  -3.959  1.003  0.57
H  -1.803  -3.109  0.508  0.49
H  -0.193  -1.653  1.786  -0.19
H  1.047  -1.771  0.658  0.38
H  -0.317  2.711  -2.079  0.20
H  0.416  1.205  -1.777  0.31
H  -1.227  0.860  -3.511  0.32
H  -2.058  0.202  -2.199  0.04
H  -2.414  1.931  -2.652  0.37
H  0.894  3.110  1.307  -0.34
H  1.730  2.184  2.376  -0.65
H  3.605  1.993  0.312  0.19
H  2.375  3.085  -0.495  0.25
H  3.213  3.549  0.954  -0.06
C  -6.960  -6.775  -4.731  -1.37
C  -6.146  -5.419  -4.756  0.04
O  -5.653  -5.219  -3.444  -0.22
P  -4.930  -3.806  -3.098  0.96
O  -5.772  -2.647  -3.302  -0.72
O  -4.478  -3.927  -1.572  -0.37
C  -3.819  -5.116  -1.130  0.26
C  -4.832  -6.113  -0.543  -1.29
O  -3.517  -3.882  -3.919  -0.29
C  -2.702  -2.795  -4.237  -0.07
C  -1.633  -2.642  -3.173  -1.09
H  -7.113  -7.068  -5.770  0.42
H  -6.297  -7.561  -4.370  0.34
H  -7.917  -6.810  -4.212  0.32
H  -5.300  -5.546  -5.431  0.29
H  -6.822  -4.652  -5.134  0.15
H  -3.194  -5.542  -1.915  0.33
H  -3.154  -4.796  -0.328  0.05
H  -5.390  -5.560  0.213  0.33
H  -5.538  -6.521  -1.265  0.27
H  -4.422  -7.048  -0.162  0.37
H  -2.273  -3.083  -5.197  0.27
H  -3.272  -1.911  -4.521  0.09
H  -2.049  -2.474  -2.180  0.21
H  -1.152  -3.619  -3.152  0.40
H  -0.985  -1.800  -3.419  0.41
C  5.042  -8.966  1.024  -0.99
C  4.169  -9.048  -0.253  -0.25
O  2.765  -8.905  0.034  -0.43
P  2.175  -7.499  0.571  1.07
O  2.422  -7.250  2.054  -0.71
O  2.833  -6.407  -0.476  -0.35
C  2.433  -5.067  -0.368  0.02
C  3.359  -4.426  0.681  -0.81
O  0.657  -7.604  0.105  -0.31
C  -0.283  -8.081  0.983  -0.59
C  -1.402  -6.995  1.094  -0.53
H  4.995  -7.969  1.463  0.26
H  4.716  -9.714  1.746  0.27
H  6.042  -9.354  0.831  0.40
H  4.511  -8.233  -0.891  0.22
H  4.310  -9.977  -0.804  0.36
H  2.672  -4.566  -1.307  0.36
H  1.387  -4.916  -0.104  0.00
H  3.212  -4.840  1.678  0.33
H  4.375  -4.651  0.356  0.34
H  3.206  -3.347  0.711  0.00
H  -0.793  -8.887  0.456  0.31
H  0.116  -8.508  1.903  0.45
H  -1.864  -6.792  0.128  -0.02
H  -2.192  -7.183  1.821  0.52
H  -0.981  -6.026  1.360  0.09
C  4.858  4.144  3.203  -0.84
C  3.786  4.144  4.327  0.46
O  3.128  5.426  4.436  -0.48
P  1.843  5.757  3.437  0.18
O  2.068  5.701  1.931  -0.46
O  0.711  4.725  4.051  0.47
C  0.403  4.672  5.426  -0.42
C  -0.802  3.808  5.571  -0.65
O  1.327  7.188  4.002  -0.40
C  0.349  7.943  3.381  -0.01
C  -1.066  7.550  3.910  -0.80
H  4.438  4.542  2.280  0.21
H  5.761  4.650  3.544  0.36
H  5.050  3.102  2.946  0.02
H  3.037  3.357  4.236  -0.27
H  4.258  3.972  5.295  0.36
H  1.285  4.256  5.913  0.31
H  0.217  5.665  5.835  0.44
H  -0.945  3.178  4.693  -0.24
H  -0.973  3.403  6.568  0.36
H  -1.658  4.479  5.501  0.37
H  0.584  8.989  3.579  0.29
H  0.415  7.850  2.297  0.09
H  -1.286  6.499  3.724  -0.02
H  -1.049  7.573  4.999  0.28
H  -1.916  8.155  3.596  0.41
C  0.702  0.694  5.281  -0.80
C  0.880  -0.701  4.632  -0.35
O  2.141  -0.867  4.004  0.07
P  3.577  -0.577  4.678  0.89
O  3.842  0.857  5.059  -0.60
O  4.635  -1.260  3.656  -0.34
C  4.719  -1.014  2.294  1.16
C  6.044  -0.446  1.948  -1.54
O  3.737  -1.606  5.975  -0.39
C  4.675  -1.279  7.016  -0.16
C  5.033  -2.506  7.845  -1.26
H  -0.352  0.943  5.402  0.55
H  1.257  0.698  6.219  0.36
H  1.054  1.460  4.590  -0.17
H  0.605  -1.447  5.378  0.23
H  0.070  -0.823  3.913  0.18
H  4.510  -1.951  1.777  -0.15
H  3.913  -0.316  2.065  -0.29
H  6.813  -1.185  2.172  0.39
H  6.023  -0.405  0.859  0.41
H  6.309  0.558  2.281  0.28
H  5.564  -0.807  6.598  0.31
H  4.329  -0.459  7.646  0.28
H  5.691  -3.225  7.358  0.29
H  5.554  -2.136  8.728  0.38
H  4.161  -3.054  8.203  0.30
C  2.001  8.289  -4.112  -0.97
C  1.436  9.664  -4.430  1.08
C  1.666  10.709  -3.359  0.24
F  2.782  10.536  -2.653  -0.26
F  1.652  11.903  -3.969  -0.28
F  2.136  9.998  -5.555  -0.35
F  0.226  9.653  -4.764  -0.29
O  1.453  7.835  -2.883  -0.34
C  1.203  6.469  -2.809  0.71
C  0.624  6.149  -1.464  0.38
F  -0.503  6.837  -1.241  -0.29
F  0.350  4.853  -1.239  -0.08
F  0.442  6.067  -3.822  -0.30
F  2.430  5.860  -2.926  -0.32
H  3.058  8.407  -3.872  0.25
H  1.901  7.650  -4.990  0.43
H  0.855  10.679  -2.631  0.25
H  1.439  6.401  -0.785  0.08
C  -4.241  0.622  -7.332  -0.99
C  -3.230  1.126  -6.234  1.11
C  -3.180  2.648  -5.985  0.23
F  -2.969  3.430  -7.076  -0.31
F  -4.407  3.016  -5.528  -0.26
F  -3.486  0.509  -5.121  -0.18
F  -2.036  0.705  -6.503  -0.35
O  -5.601  0.714  -6.965  -0.34
C  -6.521  -0.376  -7.210  0.57
C  -6.274  -1.589  -6.293  0.44
F  -7.102  -2.617  -6.528  -0.31
F  -4.991  -2.032  -6.224  -0.22
F  -7.750  0.098  -7.024  -0.28
F  -6.423  -0.702  -8.490  -0.30
H  -3.985  -0.393  -7.636  0.39
H  -4.032  1.318  -8.145  0.36
H  -2.448  2.895  -5.216  0.21
H  -6.509  -1.210  -5.299  0.26
C  -3.090  3.390  2.179  0.10
Br  -4.067  4.315  3.624  -0.43
Br  -1.534  4.402  1.455  -0.13
Br  -4.251  2.999  0.630  -0.39
H  -2.693  2.456  2.577  -0.07

Cartesian forces, eV/Å:
-0.06 0.77 -2.15
0.04 -2.53 2.85
-0.11 2.02 -0.25
-0.59 0.44 -0.52
0.56 0.06 -1.16
0.49 -1.66 2.59
-0.31 -0.06 -2.13
0.94 -0.22 0.12
-1.46 -0.75 -0.46
-0.14 0.05 0.66
0.39 1.17 0.77
0.28 -0.68 -0.20
0.37 0.45 0.16
-0.06 0.55 0.64
-0.13 0.91 0.29
0.14 -0.10 -0.72
-0.08 0.29 0.39
-0.06 -0.50 0.35
0.00 0.46 -0.39
-0.25 0.29 0.50
-0.24 -0.38 -0.09
-0.53 -0.15 -0.72
0.98 -0.29 0.08
-0.39 -0.40 -0.12
0.28 -0.31 -0.24
0.06 0.24 -0.20
1.35 0.46 -0.76
-1.42 -2.14 -0.35
1.08 1.47 0.76
1.18 -0.85 0.10
-0.28 0.83 -0.56
-0.49 -0.44 -0.83
0.01 -0.86 0.72
-0.25 0.07 -0.48
-2.78 -1.50 0.82
0.52 0.88 -0.86
-0.54 0.00 -0.28
-0.33 0.16 -0.16
-0.07 0.02 0.42
0.24 0.44 0.13
-0.03 0.11 -0.12
0.32 0.43 0.41
-0.09 0.00 -0.18
0.04 0.06 -0.05
-0.04 -0.35 0.18
-0.09 0.62 -0.35
0.62 0.40 0.49
0.50 -0.05 0.01
-0.19 0.16 0.77
-0.20 0.17 -0.10
0.61 0.24 0.12
0.31 -0.28 0.06
-0.66 -1.21 -0.33
1.06 0.58 0.79
-0.14 1.11 -0.04
1.65 0.34 1.38
-0.79 -0.36 -3.36
-1.26 -2.85 0.81
1.08 1.78 1.16
-0.35 0.05 -0.25
2.60 0.94 -0.77
-3.66 -0.34 0.31
0.75 0.35 0.49
0.28 -0.17 0.00
-0.55 0.26 0.24
0.30 0.73 -0.40
-0.33 0.01 -0.29
-0.27 -0.05 0.25
-0.39 -0.30 -0.23
-0.09 -0.33 -0.22
-0.10 -0.02 -0.08
0.13 0.20 0.13
0.04 0.03 0.00
0.18 -0.47 0.10
0.06 0.59 0.15
0.06 -0.49 -0.15
0.11 -0.40 -0.02
0.27 -0.06 0.29
-1.17 -0.61 0.49
0.45 0.10 -0.46
-1.46 1.21 -1.35
-0.50 -0.77 -0.04
-0.48 -0.17 3.46
1.48 1.21 -2.53
1.04 -0.23 0.75
-1.72 1.03 -0.07
2.45 -2.10 0.60
-2.30 0.84 -0.90
0.80 -0.35 0.51
0.16 0.52 0.22
-0.08 0.03 -0.29
0.40 -0.14 0.29
0.02 -0.06 -0.36
-0.01 0.14 -0.01
0.05 -0.03 0.35
0.14 0.13 -0.07
0.27 -0.57 0.46
0.59 -0.66 -0.19
-0.26 0.08 -0.29
-0.08 0.04 0.28
-0.11 -0.28 -0.12
-0.03 0.02 -0.62
0.12 0.42 0.21
0.33 0.09 -0.36
0.25 -0.65 -0.69
-1.98 1.44 0.90
1.75 -0.68 0.39
0.62 0.56 1.33
-0.31 -2.32 -0.85
-1.17 -0.20 3.08
-1.17 1.10 -0.41
0.67 -0.47 -1.46
-0.53 1.08 -1.60
0.53 0.32 -0.04
-0.08 0.22 0.11
0.00 -0.40 0.33
-0.12 0.47 0.02
0.32 0.02 0.14
0.95 -0.42 0.15
0.58 0.12 -0.71
0.21 0.03 -0.11
-0.06 0.09 -0.60
0.22 0.25 0.31
0.24 0.19 -0.28
-0.32 -0.22 0.47
0.27 -0.41 -0.38
-0.76 -0.24 0.12
-0.07 0.18 -0.29
0.10 -0.05 0.09
-0.16 0.16 -0.12
0.88 0.32 0.96
4.68 -1.30 0.39
-1.48 0.06 0.73
1.12 0.01 -0.16
0.34 0.72 -0.03
0.65 0.62 -0.51
-4.85 -0.08 -0.81
-1.45 -1.13 0.16
1.13 1.27 -0.84
0.52 -0.01 1.78
0.05 0.36 -0.20
0.12 -0.33 -0.92
-0.26 -0.41 -0.56
-0.54 -0.49 -0.08
0.16 0.16 -0.60
-0.40 -0.17 0.27
-0.29 -0.02 -0.09
-0.30 0.40 0.61
0.74 0.57 -0.31
-2.57 0.40 -1.38
-1.04 0.63 0.67
0.39 -0.79 -0.25
0.00 -0.18 0.13
-1.58 -0.63 3.10
3.34 -0.47 -2.09
-1.65 -0.91 0.71
2.36 1.23 -0.23
-0.39 1.13 2.43
0.02 -0.23 -0.84
-0.24 0.08 -1.03
0.27 -0.01 0.50
0.11 -0.59 -1.24
0.31 0.11 0.16
-0.34 -0.19 -0.49
0.22 -0.12 -0.04
0.03 -0.10 0.24
0.16 -0.42 -0.47
-0.87 0.72 1.66
1.47 0.92 -0.14
-0.90 -0.75 -0.89
-0.06 -0.12 -0.05